The following is a quantum chemistry calculation of a structure of composition C9H21ClMgN3O3 at a distorted geometry, from OMol25.

* charge: +2
* maximum force: 3.86 eV Å⁻¹
* relative energy (zero: lowest compared OMol25 entry of this formula, charge and spin): 3.5006 eV
* M: 279.043 Da
* <S²>: 0.77
* 2S+1: 2

```
38
Properties=species:S:1:pos:R:3:forces:R:3
Mg 2.9469 -1.4985 0.6899 -2.0807 1.2822 -0.3771
Cl 1.3412 0.3261 0.4537 1.4015 -1.0571 0.0413
C 1.3170 1.8188 -3.4075 2.0478 -0.4150 2.3037
O 1.8155 2.7881 -3.8745 -0.1466 1.0954 -1.4575
N 0.1370 1.2596 -3.8242 -1.9035 0.0713 -0.1592
C -0.6212 0.3666 -2.9201 0.1061 0.2656 0.1155
C -0.4728 1.6278 -5.0745 -0.4086 -0.3437 -0.8585
H 1.7946 1.3537 -2.5312 -0.5217 -0.3759 0.0128
H -1.6661 0.6769 -2.9306 -0.0459 -0.4116 -0.5468
H -0.3485 0.3717 -1.8648 0.8077 0.6901 -0.1042
H -0.4187 -0.6622 -3.2181 -0.4469 -0.1064 -0.4944
H -1.4730 2.0530 -4.9910 -0.1733 0.0307 0.6908
H 0.0529 2.2715 -5.7796 0.7261 -0.0452 0.7404
H -0.6598 0.6762 -5.5721 -0.0755 -0.3091 -0.2208
C 1.3853 -3.7781 -0.7427 -3.7568 -0.4204 -0.7730
O 1.7917 -2.7151 -0.2412 1.7610 0.4563 0.4648
N 0.0302 -3.9933 -0.7911 2.5036 0.4356 0.1615
C -0.4388 -5.3832 -0.8389 -0.3368 -0.3457 0.4591
C -0.9189 -2.9454 -0.3590 0.6290 0.7623 0.5198
H 2.0103 -4.5016 -1.2888 -0.0710 0.0260 0.6002
H -0.4398 -5.7438 0.1897 -0.2352 -0.1068 0.0354
H 0.2152 -6.0628 -1.3852 0.1076 0.4090 -0.2641
H -1.4563 -5.4616 -1.2219 0.1897 0.2148 -0.1342
H -0.4846 -1.9551 -0.2221 0.8736 -0.0139 -1.0150
H -1.7235 -2.8377 -1.0865 -0.1732 -0.4917 0.4096
H -1.1967 -2.9842 0.6943 -0.7969 -1.2453 -0.0871
C 0.6742 1.7548 3.9408 1.2727 0.0748 0.6415
O 1.5590 1.1556 4.5956 -2.2211 1.2373 -0.9962
N -0.1522 2.7829 4.3126 -0.6328 -1.7196 0.5033
C -1.0248 3.4475 3.3054 1.8494 0.4505 0.4254
C -0.2246 3.2312 5.7132 1.6943 -0.2454 -0.2000
H 0.5589 1.5483 2.8655 -0.0637 -0.0817 -0.0265
H -1.8801 2.8937 2.9182 0.0324 -0.0384 0.3986
H -0.3411 3.7387 2.5081 -0.2592 -0.3070 -0.5322
H -1.2699 4.4298 3.7093 -0.5951 -0.2951 0.2059
H 0.1758 4.2410 5.6240 -0.8522 0.3934 0.9385
H -1.1014 3.0052 6.3200 -0.7100 0.6877 -0.8613
H 0.5070 2.7040 6.3254 0.5040 -0.2077 -0.5602
```
Positions in Å, forces in eV/Å.

The computed Mulliken charges, all in e, follow: 1.1996 -0.6257 0.1550 -0.2900 0.2545 -0.7847 -0.7315 0.3499 0.3545 0.1807 0.3780 0.3607 0.3390 0.3779 0.2292 -0.5288 0.1222 -0.7981 -0.6662 0.4046 0.3800 0.2955 0.2789 0.0259 0.3878 0.3341 0.5404 -0.6572 0.0664 -0.9096 -1.0108 -0.0309 0.2476 0.3762 0.3561 0.4092 0.3033 0.3263


The following is a quantum chemistry calculation of a cluster of 2 separate species, C6H10NO in total at a distorted geometry, from OMol25.

* charge: +1
* maximum force: 5.27 eV Å⁻¹
* relative energy (zero: lowest compared OMol25 entry of this formula, charge and spin): 6.3506 eV
* M: 112.152 Da
* 2S+1: 1

```
18
Properties=species:S:1:pos:R:3:forces:R:3
C -3.4103 -0.1848 -2.3375 0.7591 -0.3794 -0.1628
C -2.2869 -0.6369 -2.0660 0.1191 -0.2227 0.2020
C -1.1776 -1.1646 -1.6316 -0.3333 0.3976 0.1504
C 1.8110 0.8767 -0.0329 0.3611 -1.2892 0.3415
C 0.9987 -0.6469 1.7264 1.7266 1.4139 2.2468
C -0.5421 0.7380 0.5266 0.3400 1.4605 -1.2260
N 0.6869 0.0010 0.4202 0.6645 2.8676 4.3749
O -0.2225 -1.7288 -1.2498 0.0627 -0.7568 -0.4300
H -4.0216 0.6667 -2.3105 -0.8971 0.6209 -0.0501
H 1.8236 0.5954 -1.0391 0.2773 1.1058 -2.1148
H 1.6361 1.8946 0.2976 -0.0660 -0.0136 -0.5114
H 2.7860 0.5321 0.3236 -0.4137 -0.1318 0.4764
H 1.6176 -0.0339 2.5119 -1.4146 -0.4266 -1.8630
H 0.0268 -0.8027 2.1223 -0.4005 -1.1246 0.8842
H 1.6475 -1.4854 1.5388 -0.3150 -0.7197 -0.0801
H -0.4788 1.7682 0.2134 -0.0962 -0.0735 -0.0914
H -1.4010 0.4278 1.0581 -0.3470 -0.8607 0.5162
H 0.5066 -0.8166 -0.0714 -0.0270 -1.8677 -2.6630
```
Positions in Å, forces in eV/Å.

The computed Mulliken charges, all in e, follow: -0.4891 0.0574 0.6804 -0.9661 -0.9219 -0.6286 0.3281 -0.5478 0.3289 0.3872 0.3729 0.3714 0.3363 0.3345 0.4167 0.2262 0.3685 0.3451


The following is a quantum chemistry calculation of a structure of composition C26H51GaN5O2 at a distorted geometry, from OMol25.

* charge: -1
* maximum force: 1.60 eV Å⁻¹
* M: 535.450 Da
* 2S+1: 1
* energy: -3370.26671 Eh

```
85
Properties=species:S:1:pos:R:3:forces:R:3
C -1.0875 0.6195 5.0170 0.6641 0.2995 0.9067
O -0.3139 -0.5093 4.6585 -0.6958 0.4657 -0.4679
C -0.4552 -0.8632 3.2887 0.9854 -1.2613 0.0413
C 0.9419 -1.0170 2.6478 -1.0318 -0.0513 -1.1932
C 0.9427 -0.5125 1.1717 0.9225 0.1405 0.9818
C 2.2734 0.2323 0.9228 -0.7465 -0.0369 -1.1469
C 2.4559 0.5795 -0.5782 0.0641 0.6981 0.8554
Ga 1.3014 2.2790 -0.9264 0.0731 -0.3240 0.0983
O 1.9313 3.5729 0.3494 -0.0517 -0.3312 -0.0102
H -0.4110 1.3082 5.5435 -0.1499 -0.0146 0.0284
H -1.4925 1.1755 4.1697 -0.1796 -0.2984 -0.0531
H -1.8652 0.3442 5.7378 -0.1865 0.0187 -0.2838
H -1.0878 -0.1801 2.7166 0.1774 0.2757 0.2850
H -0.9273 -1.8586 3.2431 -0.2455 0.1987 0.0246
H 1.7020 -0.4691 3.2013 -0.1622 0.0155 0.2235
H 1.1949 -2.0814 2.6228 0.2760 0.0996 0.3397
H 0.8240 -1.3372 0.4620 -0.0261 0.0225 0.0248
H 0.1194 0.1913 1.0329 0.0645 -0.0386 -0.2501
H 2.1849 1.1859 1.4590 0.2410 -0.1741 0.2711
H 3.1227 -0.3285 1.3387 -0.1389 -0.1097 0.0665
H 3.5127 0.8642 -0.6969 -0.1097 -0.1471 -0.3980
H 2.2043 -0.2618 -1.2346 0.1913 -0.0248 0.0673
H 1.4770 2.8200 -2.3888 0.2733 0.3560 0.2752
H -0.2260 1.8778 -0.5612 0.0532 0.1684 -0.0017
H 2.7835 3.2434 0.6483 0.0438 0.1241 0.0434
C -1.1441 6.5809 4.7703 0.0275 0.0418 0.0566
C -0.4333 5.2613 5.0496 -0.0323 0.2257 0.0583
C -0.8933 4.1287 4.1275 -0.2521 0.1657 0.1374
C -2.3354 3.8751 4.2988 0.8391 0.0358 -0.3182
N -3.4589 3.7008 4.4243 -0.5658 -0.0838 0.2228
H -2.2185 6.5008 4.9447 0.0018 -0.0490 -0.0552
H -0.7646 7.3650 5.4277 0.0136 0.0118 -0.0317
H -0.9869 6.8986 3.7379 -0.0167 -0.0098 0.0067
H -0.6015 4.9783 6.0919 0.0298 -0.0698 -0.0198
H 0.6421 5.4002 4.9243 -0.0025 -0.1106 -0.0457
H -0.3498 3.2136 4.3524 -0.0097 -0.0391 -0.1041
H -0.7051 4.3815 3.0825 -0.0295 -0.1012 -0.0419
C 4.2823 1.1690 -4.7877 -0.0203 -0.0399 0.0118
C 3.4533 0.8589 -6.0304 0.2943 -0.1239 0.1209
C 2.4274 1.9516 -6.3411 0.0176 -0.1943 0.3040
C 1.4897 2.0962 -5.2180 0.3614 0.0358 -0.8307
N 0.7595 2.1912 -4.3429 -0.7982 -0.1982 -0.1983
H 3.6572 1.2311 -3.8944 -0.0199 0.0694 -0.0267
H 5.0189 0.3823 -4.6162 0.0107 0.0223 -0.0104
H 4.8169 2.1160 -4.8974 -0.0092 0.0007 0.0370
H 2.9410 -0.0948 -5.8915 -0.0789 0.0590 -0.0747
H 4.1198 0.7431 -6.8900 -0.0802 0.0389 -0.0577
H 1.8640 1.6990 -7.2403 -0.0516 0.0420 0.0197
H 2.9252 2.9086 -6.5111 -0.0195 0.0197 0.0269
C -0.5770 -0.7875 -2.4683 -0.0796 -0.0423 0.0106
C -1.5843 -1.4635 -3.3897 0.0603 0.2658 0.2442
C -0.9808 -2.6552 -4.1364 0.0402 0.2697 -0.1419
C 0.1457 -2.2239 -4.9832 -0.6034 -0.4081 0.4405
N 1.0188 -1.8874 -5.6411 0.4263 0.1547 -0.3710
H 0.2627 -0.3686 -3.0247 -0.0218 0.0433 0.0150
H -1.0401 0.0356 -1.9239 0.1290 0.0472 0.0149
H -0.1845 -1.4981 -1.7364 -0.0142 0.0052 0.0047
H -1.9689 -0.7318 -4.1048 0.0074 -0.0674 -0.0549
H -2.4353 -1.8132 -2.7995 0.0080 -0.1443 -0.0913
H -1.7300 -3.1297 -4.7723 0.0786 -0.0651 -0.0501
H -0.6215 -3.3970 -3.4220 0.0312 -0.0066 -0.0142
C 2.3685 -5.0070 -0.9882 -0.0112 -0.0110 0.0196
C 1.6506 -5.8194 0.0846 0.2675 0.1290 -0.0815
C 0.2957 -6.3617 -0.3845 0.0837 0.3075 0.0979
C -0.5982 -5.2524 -0.7491 0.3375 -0.7565 0.2036
N -1.2858 -4.3789 -1.0144 -0.3975 0.5050 -0.1962
H 1.7982 -4.1199 -1.2683 -0.0132 -0.0172 -0.0036
H 3.3370 -4.6664 -0.6227 -0.0062 0.0003 -0.0229
H 2.5365 -5.6051 -1.8869 -0.0008 0.0199 -0.0037
H 1.5092 -5.1957 0.9695 -0.0708 -0.0624 0.0173
H 2.2816 -6.6599 0.3818 -0.1014 -0.0511 0.0289
H -0.1756 -6.9441 0.4077 -0.0847 0.0052 -0.0448
H 0.4211 -7.0111 -1.2522 -0.0319 0.0203 -0.0278
C -5.0419 -0.5900 2.3708 -0.0678 0.0101 -0.0137
C -4.7255 -0.7227 0.8847 -0.1610 -0.0824 0.1975
C -3.2564 -0.4379 0.5631 -0.2003 0.2795 -0.0069
C -2.9006 0.9356 0.9507 0.0608 -0.8239 -0.2986
N -2.6131 1.9984 1.2564 0.0145 0.6189 0.3435
H -4.8704 0.4271 2.7267 0.0740 -0.0101 -0.0114
H -6.0896 -0.8295 2.5607 0.0194 -0.0288 0.0191
H -4.4260 -1.2694 2.9647 0.0057 0.0216 0.0071
H -5.3639 -0.0392 0.3204 0.0640 -0.0079 -0.0608
H -4.9690 -1.7354 0.5547 0.0755 0.0173 -0.0751
H -3.0691 -0.5569 -0.5046 0.1173 0.0183 0.0161
H -2.6054 -1.1326 1.0975 0.0500 0.0259 -0.0249
```
Positions in Å, forces in eV/Å.

The computed Mulliken charges, all in e, follow: -0.3144 -0.4483 0.6387 -1.0115 1.2802 -1.2348 -0.9089 0.1591 -0.6909 0.2503 -0.0570 0.2497 -0.5517 0.2630 0.4986 0.0038 -0.2630 -0.1730 0.3136 0.3785 0.3258 0.3876 -0.2195 -0.1798 0.2226 -1.1905 -0.5805 0.1126 0.2757 -0.5872 0.3470 0.3503 0.2957 0.2910 0.3789 -0.0036 0.3213 -0.9986 -0.2038 -0.4512 0.2670 -0.3617 0.1728 0.3396 0.3078 0.1439 0.3081 0.2798 0.3075 -0.1938 -0.5434 -0.3227 0.2943 -0.5148 0.2200 0.1097 -0.1800 0.3839 0.2838 0.4101 -0.0625 -0.9865 -0.3299 -0.4695 0.2808 -0.4225 0.1571 0.3331 0.3321 0.2269 0.3026 0.3017 0.2804 -1.1468 -0.6915 0.8492 0.0503 -0.4359 0.3259 0.3706 0.2638 0.3259 0.4032 -0.3865 0.1405


The following is a quantum chemistry calculation of a cluster of 8 separate species, C18H50ClO19S7 in total at a distorted geometry, from OMol25.

* charge: -1
* maximum force: 1.24 eV Å⁻¹
* relative energy (zero: lowest compared OMol25 entry of this formula, charge and spin): 0.0000 eV
* M: 830.501 Da
* 2S+1: 1

```
95
Properties=species:S:1:pos:R:3:forces:R:3
Cl -9.8438 -12.2635 -12.5128 -0.3031 1.0831 -0.4580
O -9.7709 -13.1539 -13.6558 0.0431 -0.1608 0.1160
O -11.1674 -11.6759 -12.4388 -0.0334 -0.5568 0.2424
O -9.5278 -12.9945 -11.3074 -0.0658 0.0114 -0.1022
O -8.9182 -11.1651 -12.7049 0.3372 -0.4826 0.1423
O -12.4302 -9.0853 -17.2667 -0.3204 -0.0891 -0.2142
S -11.8427 -8.4047 -16.1655 0.1313 -0.0462 -0.1058
O -10.5337 -7.8455 -16.3038 0.0722 -0.0162 0.2120
O -12.8542 -7.2411 -15.7771 0.0114 0.0537 -0.0414
C -12.3844 -6.2676 -14.8229 0.3023 0.0882 0.2643
C -13.4662 -6.0311 -13.7996 -0.4144 0.4755 -0.0542
C -11.9510 -9.4342 -14.7378 0.2870 0.2251 0.0162
H -12.0800 -5.3827 -15.3791 -0.2225 0.1251 0.0099
H -11.4788 -6.6061 -14.3141 -0.0456 -0.2647 -0.1652
H -14.2980 -5.4365 -14.1844 0.0535 -0.1184 -0.1993
H -13.0700 -5.4660 -12.9551 0.0921 -0.1525 0.0715
H -13.8838 -6.9770 -13.4575 0.1529 -0.0277 0.1320
H -11.5154 -10.3953 -14.9964 -0.0054 -0.0401 0.0970
H -13.0001 -9.5178 -14.4706 -0.0221 -0.1757 -0.0525
H -11.3802 -8.9754 -13.9336 0.0198 -0.1049 0.0564
O -6.1337 -9.4387 -7.5914 0.4349 0.1265 0.0350
S -7.5215 -9.4719 -7.2531 -0.3075 -0.5638 -0.3157
O -8.0747 -8.4549 -6.4218 -0.0161 0.4348 0.1950
O -8.3489 -9.5655 -8.6024 0.0338 0.0692 -0.0662
C -7.9156 -8.6786 -9.6743 -0.1907 0.4365 0.3104
C -9.0314 -8.6246 -10.6854 0.2511 -0.1456 0.0129
C -7.9462 -11.0389 -6.6032 0.2472 -0.4720 -0.0452
H -6.9710 -9.0405 -10.0731 -0.0610 -0.1824 -0.0791
H -7.7377 -7.6904 -9.2412 0.0140 -0.0227 -0.0125
H -8.7099 -7.9737 -11.4994 -0.0917 -0.0736 -0.1176
H -9.9327 -8.2082 -10.2379 -0.0242 0.0178 0.0400
H -9.2314 -9.6228 -11.0774 -0.0244 0.2043 -0.1032
H -7.8184 -11.7941 -7.3763 -0.0773 0.1203 -0.1309
H -8.9732 -11.0387 -6.2474 0.0194 -0.0191 0.0849
H -7.2102 -11.2604 -5.8317 -0.1860 0.1756 0.2273
O -12.4155 -16.8230 -14.7392 0.0576 -0.0636 -0.4313
S -12.3600 -17.1117 -13.3492 0.3909 0.0113 -0.1622
O -13.5026 -16.8831 -12.5313 -0.3443 0.1550 0.3989
O -11.9521 -18.6426 -13.2405 -0.1533 0.0116 0.0835
C -12.1280 -19.3044 -11.9672 -0.1282 -0.2898 0.1878
C -10.7944 -19.8471 -11.5095 0.0142 -0.0809 0.2651
C -10.9561 -16.3402 -12.6507 0.4315 0.6540 0.9571
H -12.8685 -20.0899 -12.1216 0.1299 -0.0686 -0.1431
H -12.5641 -18.6336 -11.2285 0.0453 0.1943 -0.1153
H -10.2837 -20.3409 -12.3341 0.0985 0.0770 0.0063
H -10.9200 -20.5784 -10.7077 -0.1620 -0.0061 -0.0538
H -10.1750 -19.0512 -11.0933 0.1244 0.0112 -0.2734
H -10.9844 -15.2547 -12.7465 -0.2498 0.0121 -0.4733
H -10.0172 -16.7040 -13.0580 -0.1448 -0.1654 -0.2074
H -10.9754 -16.4869 -11.5678 -0.0210 -0.3617 -0.0702
O -5.2325 -16.4036 -11.8586 0.0543 0.1188 0.1089
S -6.4134 -16.0767 -12.6035 0.4423 0.3198 0.4033
O -6.5992 -16.6346 -13.8901 -0.3270 -0.4253 -0.7297
O -7.6731 -16.5009 -11.7466 -0.2599 -0.0517 -0.1042
C -7.6383 -16.3286 -10.3132 -0.3958 -0.0496 0.2311
C -7.4394 -17.6559 -9.6269 0.3181 -0.0995 0.2420
C -6.6102 -14.3302 -12.6851 0.0332 -0.1619 1.0094
H -8.6076 -15.9071 -10.0458 0.0285 0.1328 -0.1128
H -6.8712 -15.6133 -10.0231 0.1147 -0.0337 -0.1246
H -6.5469 -18.1509 -10.0095 -0.0177 0.0004 -0.0049
H -8.2941 -18.3235 -9.7325 -0.0203 0.0661 -0.1626
H -7.2929 -17.4804 -8.5584 -0.0179 -0.0101 -0.0111
H -6.4694 -13.9905 -11.6568 0.0259 0.1843 -0.0903
H -7.6362 -14.1088 -12.9617 0.0648 0.1032 -0.4491
H -5.8258 -13.9093 -13.3050 -0.1541 -0.0133 -0.2370
C -13.2725 -14.6495 -17.1668 0.1041 -0.6111 -0.1629
S -13.9866 -13.1544 -16.4974 -0.0712 0.2208 -0.0347
O -15.3447 -13.5092 -16.0036 -0.1465 -0.0197 -0.0667
C -12.9124 -13.1072 -15.0860 0.6179 -0.1025 0.8946
H -13.6057 -15.4743 -16.5349 0.0599 0.0438 0.0401
H -12.1832 -14.6110 -17.1607 -0.0267 0.1241 0.0415
H -13.6085 -14.8214 -18.1877 -0.1521 0.1749 0.0074
H -12.9555 -14.0220 -14.4898 -0.1904 -0.1941 -0.3303
H -13.1771 -12.3110 -14.3920 -0.1267 0.2325 -0.3070
H -11.8762 -12.9749 -15.4049 -0.0700 0.1167 -0.0341
C -6.8154 -11.3916 -15.2060 -0.2524 -0.6823 -0.5908
S -7.4826 -10.1819 -16.3400 -0.4380 0.3491 0.4338
O -6.3429 -9.4679 -16.9578 0.4502 0.1688 -0.3383
C -8.1112 -11.3391 -17.5643 0.0598 -0.4307 0.6915
H -7.6872 -11.9393 -14.8436 0.1517 0.0562 0.4151
H -6.2607 -10.8937 -14.4187 -0.1571 0.0836 0.0972
H -6.1749 -12.0860 -15.7571 0.1301 0.1377 0.0273
H -8.7692 -12.0531 -17.0629 -0.1378 0.1550 0.0144
H -7.2615 -11.9043 -17.9470 -0.0298 0.2326 -0.4170
H -8.6769 -10.7578 -18.2842 0.1848 -0.0913 -0.2695
C -13.4322 -10.7609 -7.6983 -0.5230 0.0932 -0.0209
S -11.6537 -10.5856 -7.5258 -0.0371 0.2625 -0.3494
O -11.1801 -11.7300 -6.7039 0.0999 -0.2552 0.4005
C -11.2539 -11.0008 -9.2125 0.3182 -0.0842 -0.2745
H -13.7565 -10.3540 -8.6562 0.0803 0.0618 0.0047
H -13.9417 -10.2191 -6.9022 0.1238 -0.0315 0.0700
H -13.7111 -11.8131 -7.6468 0.2222 -0.0684 -0.0241
H -10.1734 -11.1279 -9.2627 -0.0394 -0.0268 0.0898
H -11.5116 -10.1862 -9.8892 -0.1840 -0.0442 0.0482
H -11.7286 -11.9346 -9.5085 -0.0899 0.0260 0.0045
```
Positions in Å, forces in eV/Å.

The computed Mulliken charges, all in e, follow: 1.6723 -0.7760 -0.6382 -0.5457 -0.5843 -0.6434 1.2149 -0.6129 -0.3742 -0.2301 -1.1225 -0.5103 0.3520 0.2752 0.3151 0.3496 0.2932 0.0747 0.4228 0.1625 -0.6472 1.1212 -0.6382 -0.1399 -0.5337 -0.6021 -0.8447 0.3051 0.4002 0.4807 0.2938 -0.2103 0.2295 0.3287 0.4087 -0.5941 1.1632 -0.6789 -0.3662 -0.3352 -0.7268 -0.5600 0.3476 0.3599 0.2864 0.4029 -0.0626 0.0751 0.3608 0.2398 -0.6667 1.2290 -0.6489 -0.2253 -0.2955 -1.1548 -0.4849 0.3146 0.4434 0.3078 0.1649 0.3912 0.3067 -0.1099 0.4323 -0.8226 0.5266 -0.6866 -0.4309 0.2094 0.2654 0.4004 0.1487 0.2653 0.1197 -0.6705 0.7404 -0.7352 -0.8856 -0.0921 0.3694 0.4038 0.2023 0.3652 0.3319 -1.0119 0.5903 -0.6859 -0.7941 0.3218 0.3505 0.3024 0.0616 0.3545 0.5234